(1)
The following is a quantum chemistry calculation of a 2-piece molecular cluster, C4H7NO2 overall, from the OMol25 dataset.

Each line ends with the natural charge from an NBO analysis.
Atoms and positions in Å:
O: -1.476 1.746 -0.699  -0.51
C: -0.659 0.939 -0.328  0.50
C: 0.410 0.239 -1.105  -0.02
N: 0.862 -0.790 -0.510  -0.31
C: 0.161 -0.980 0.771  -0.28
C: -0.584 0.325 1.062  -0.02
O: -1.847 0.156 1.635  -0.69
H: 0.758 0.546 -2.089  0.21
H: 0.887 -1.272 1.531  0.22
H: -0.552 -1.802 0.651  0.23
H: 0.063 0.979 1.675  0.19
H: -2.398 0.880 1.297  0.49
H: 1.537 -1.615 -2.602  0.02
H: 1.452 -1.484 -3.332  -0.03

Properties
**HOMO-LUMO gap**: 9.7237 eV
**LUMO**: -0.279 eV
**HOMO**: -10.0 eV
**ΔE to the lowest compared entry with this formula, charge and spin**: 58.96 kcal/mol
**Total charge**: 0


(2)
The following is a quantum chemistry calculation of C4H7NO2 in the gas phase, from the OMol25 dataset.

Each line ends with the natural charge from an NBO analysis.
Atoms and positions in Å:
C: 0.600 -1.039 1.026  -0.42
N: 0.793 0.012 0.010  -0.43
C: 0.862 1.308 0.508  0.53
O: 0.547 2.260 -0.143  -0.56
C: -0.133 -0.142 -1.166  -0.34
C: -1.586 0.142 -0.818  0.41
O: -2.151 1.118 -1.211  -0.47
H: 0.616 -2.007 0.535  0.21
H: 1.358 -0.946 1.800  0.21
H: -0.384 -0.929 1.492  0.18
H: 1.293 1.352 1.516  0.11
H: 0.078 -1.152 -1.511  0.21
H: 0.209 0.589 -1.894  0.25
H: -2.105 -0.566 -0.145  0.10

Properties
**HOMO-LUMO gap**: 10.1731 eV
**LUMO**: 0.737 eV
**HOMO**: -9.4 eV
**ΔE to the lowest compared entry with this formula, charge and spin**: 37.15 kcal/mol
**Total charge**: 0